(1)
{
  "formula": "C4H11N4",
  "method": "ωB97M-V with the def2-TZVPD basis set",
  "elements": ["C", "C", "N", "N", "C", "N", "C", "N", "H", "H", "H", "H", "H", "H", "H", "H", "H", "H", "H"],
  "coordinates": [[0.9112, -1.7825, 1.0079], [0.6215, -0.2410, 0.8694], [-0.7658, 0.0582, 1.0299], [-1.1902, 0.4115, -0.6447], [-2.1512, 1.5504, -0.6635], [-0.0316, 0.4674, -1.2194], [0.9819, 0.1851, -0.4599], [2.2310, 0.4187, -0.8989], [0.3795, -2.3900, 0.3841], [0.7614, -2.0972, 2.0731], [1.8616, -1.8966, 0.6567], [1.1810, 0.2883, 1.7449], [-1.2412, -0.8490, 1.3592], [-1.6664, -0.3939, -0.9658], [-2.3159, 1.8193, -1.6724], [-3.1048, 1.3095, -0.2550], [-1.8099, 2.4261, -0.0712], [3.0877, 0.5305, -0.3275], [2.2601, 0.1851, -1.9470]],
  "mulliken_charge": [-1.5573, 0.4284, -0.4344, 0.5622, -0.7823, -0.9113, 0.1597, -0.3824, 0.5193, 0.3623, 0.4621, 0.2678, 0.3260, 0.3755, 0.3806, 0.3574, 0.2962, 0.2676, 0.3025],
  "total_charge": 1,
  "fmax_ev_per_a": 5.6,
  "e_above_lowest_kj_mol": 398.0,
  "smiles": "C[C@@H]1N[N@@H+](C)N=C1N",
  "gap_ev": 10.54,
  "energy_ha": -377.675162,
  "homo_energy_ev": -14.1
}



(2)
{
  "formula": "C6H8N3O2",
  "method": "ωB97M-V with the def2-TZVPD basis set",
  "elements": ["C", "C", "C", "C", "C", "C", "N", "N", "N", "O", "O", "H", "H", "H", "H", "H", "H", "H", "H"],
  "coordinates": [[-1.9764, -1.3793, 0.0361], [-1.6513, -0.0377, -0.4386], [0.2835, -1.7706, 0.0485], [1.9907, 0.0057, -0.2257], [0.8610, 1.0136, -0.4151], [0.9513, 2.2125, 0.6598], [-0.3826, 0.3482, -0.3244], [-0.8899, -2.2111, 0.2265], [1.5467, -1.3492, 0.0462], [3.1667, 0.2554, -0.1816], [-2.6956, 0.7801, -0.7490], [-2.9886, -1.7708, -0.0228], [0.9298, 1.2973, -1.5116], [1.4746, 1.6873, 1.5783], [-0.0116, 2.4607, 0.9294], [1.5039, 3.0243, 0.3236], [-0.9522, -3.0195, 0.8446], [2.4006, -1.8652, -0.1245], [-3.5607, 0.3183, -0.6998]],
  "mulliken_charge": [-0.7668, 0.7249, 0.4979, -0.1134, 0.7143, -1.1781, -0.4156, -0.0712, -0.1589, -0.4774, -0.4548, 0.2794, 0.3487, 0.3147, 0.4246, 0.3245, 0.3263, 0.3239, 0.3570],
  "total_charge": 1,
  "fmax_ev_per_a": 5.4,
  "e_above_lowest_kj_mol": 341.5,
  "gap_ev": [6.43, 6.43],
  "energy_ha": -547.737180,
  "homo_energy_ev": [-12.1, -12.1]
}



(3)
{
  "formula": "CH14O5S",
  "method": "ωB97M-V with the def2-TZVPD basis set",
  "elements": ["C", "S", "H", "H", "H", "H", "H", "H", "O", "H", "H", "O", "H", "H", "O", "H", "H", "O", "H", "H", "O"],
  "coordinates": [[0.2289, 2.9065, -1.9352], [-0.3384, 1.3530, -1.2607], [0.6760, 3.3275, -1.0208], [-0.6219, 3.5385, -2.1819], [1.0822, 2.8195, -2.5963], [2.8519, -1.1585, -1.7686], [0.7508, -2.3744, 1.4477], [1.9490, -1.7693, 2.4304], [1.2963, -1.4233, 1.7948], [-1.7551, 0.4506, 1.4685], [-1.1144, 1.7799, 1.0193], [-1.4243, 1.3068, 1.7931], [2.1247, -1.0302, -1.7656], [-0.2626, -4.0302, 1.0550], [0.0580, -3.1811, 0.7384], [-1.1356, -2.2381, 0.0780], [-1.9241, -1.6650, -1.1697], [-1.9509, -1.7329, -0.2099], [1.3465, 0.0147, 0.8115], [1.3074, 0.8572, -0.4337], [1.8647, 0.7212, 0.3476]],
  "mulliken_charge": [-0.7831, 0.0633, 0.3234, 0.3570, 0.3354, 0.1980, 0.3716, 0.2686, -0.7087, 0.3515, 0.2735, -0.5944, -0.1903, 0.2464, -0.8355, 0.4351, 0.2798, -0.6642, 0.4859, 0.2054, -0.4187],
  "fmax_ev_per_a": 1.4,
  "e_above_lowest_kj_mol": 778.1,
  "gap_ev": 3.39,
  "energy_ha": -820.586897,
  "homo_energy_ev": -9.2
}



> Number 1 is which compound?

C4H11N4